Record 1
A 10-piece molecular cluster, C40H90N2O8 overall, computed with ωB97M-V/def2-TZVPD.

Geometry as ORCA input:
```
! RIJCOSX wB97M-V def2-TZVPD def2/J DEFGRID3
* xyz 0 1
O -4.20813 1.43960 -0.91103
O -1.62145 -2.34606 -2.11930
O 2.53564 -1.82270 -5.97529
O -1.20797 3.68585 3.11481
O 0.60373 4.20681 -2.55925
O 3.28585 2.16750 2.82822
O 2.86230 -3.93671 -1.52581
O -3.67423 -0.71666 3.61863
N 0.21431 -0.59679 -0.71787
N 0.55172 -2.19781 2.48272
C -4.08208 -1.50008 4.73839
C -3.92334 1.58282 4.64766
C -1.58002 3.35965 1.75996
C -0.20398 2.87663 3.67723
C 1.45049 3.12050 -2.35773
C -0.43204 -2.70427 3.32085
C 3.90552 1.33374 3.79717
C 5.05364 -3.07749 -1.87030
C -1.67167 -2.24276 -3.54990
C 0.81378 -5.17059 -1.57910
C 2.25823 2.81423 -3.61528
C 0.02573 -3.88405 3.81412
C -3.35862 0.88544 -1.89549
C 3.07120 -2.46666 -4.76181
C 2.70451 -3.92252 -4.81824
C -3.06183 0.56885 3.94752
C 2.06745 -4.80160 -0.73086
C 1.36862 -4.03928 3.35747
C 0.07360 0.49704 0.11609
C 2.28080 -0.04570 -0.01834
C -0.98300 5.75867 -1.67862
C -0.09313 4.62415 -1.35974
C 2.80011 -0.41456 -6.00316
C 1.28887 0.83940 0.58265
C -4.69431 0.48950 0.05882
C -2.65873 -3.39104 -0.15312
C 3.17900 -0.03852 3.89329
C 4.11412 -3.65989 -0.87834
C 0.32769 3.65601 4.81602
C -2.51705 -3.33945 -1.65521
C -4.14094 -2.94576 4.32391
C -2.60291 4.36991 1.43416
C 1.58095 -0.94186 -0.77743
C 2.99983 4.06953 1.62224
C -0.80513 -1.03857 -3.98928
C -2.74226 1.96868 -2.66105
C 1.62555 -3.00925 2.52041
C 1.88011 0.22614 -7.02118
C -5.51258 1.20425 1.05231
C 3.64466 3.51657 2.84726
H -2.09836 1.62651 -3.44563
H -0.65029 6.31140 -2.55207
H -0.51674 -4.37903 4.54880
H 2.76309 3.71882 -3.99149
H -0.55554 1.92576 3.88986
H -1.35475 -3.21428 -3.94833
H 6.01105 -2.77555 -1.43146
H 1.64758 -4.07705 -4.63386
H 1.89273 3.95123 1.74024
H -4.76934 -3.07301 3.42055
H 3.98827 -3.03607 0.02751
H -3.37949 4.24242 2.21486
H 2.72423 -1.80971 -3.92696
H 0.83106 0.26668 -6.61747
H 4.19557 -2.37791 -4.81729
H -5.26464 -0.34146 -0.38379
H -0.55804 -1.08926 -1.16026
H 3.25769 4.04015 3.76033
H -1.74252 -3.61448 0.36982
H 2.11766 3.32547 -1.47535
H 2.13638 1.23503 -7.25440
H 2.50195 -2.77729 1.95203
H -2.99958 4.19081 0.43539
H 0.89249 4.56248 4.55016
H -1.02728 6.52072 -0.90230
H -3.50638 -3.07463 -2.06156
H -3.37924 -1.37809 5.57202
H 3.85053 1.81421 4.75770
H -2.15467 2.60869 -1.97404
H -3.09666 -3.23240 4.05729
H 0.25570 -5.83884 -0.99114
H 0.66756 4.95664 -0.63787
H -0.51023 3.96449 5.41582
H -2.13463 0.34498 4.47530
H -3.30492 2.43755 4.89475
H -1.11485 -0.59886 -4.94922
H 4.73815 3.62429 2.74579
H 0.22688 -4.23228 -1.72835
H -3.79112 0.04853 0.44303
H -3.39553 -4.13588 0.03964
H -0.89201 0.88973 0.33482
H 2.57227 -5.74929 -0.44939
H 2.98494 2.01431 -3.38937
H -4.67020 1.93757 3.91678
H 4.93593 1.20236 3.50897
H -5.97599 0.43708 1.71039
H 4.55786 -2.18623 -2.26040
H -0.56943 3.71178 -0.90103
H -2.06715 2.41607 1.69224
H -5.02497 -1.06012 5.08212
H -2.27147 -4.34918 -2.04639
H -3.56385 2.63800 -3.03540
H 0.96604 3.09390 5.47198
H -4.39047 1.25707 5.54340
H 2.02944 -4.89145 3.55415
H 3.80159 -0.62491 4.59646
H -1.97419 5.44072 -1.93041
H 4.54621 -4.62518 -0.58612
H 1.68942 -4.28798 0.17843
H 3.29738 -0.18710 0.20003
H 1.55846 2.43764 -4.42741
H 0.48838 2.71112 2.87346
H 3.91676 -0.26873 -6.27220
H -6.26608 1.77967 0.49143
H 3.27321 3.46702 0.69876
H 0.29242 -1.26026 -4.07987
H -1.37975 -2.13510 3.45256
H -4.90519 1.81491 1.75756
H 3.23261 5.15857 1.60424
H 1.75201 -0.34527 -7.93659
H -3.02696 -2.45036 0.21973
H -3.95647 0.13545 -2.46488
H 0.45507 -1.32260 1.98478
H 3.20730 -0.54040 2.88507
H 0.92809 2.17303 -1.97052
H 2.93513 -4.26852 -5.80271
H -4.50448 -3.64263 5.08318
H 5.14569 -3.68439 -2.75875
H -2.68306 0.27869 -1.30431
H -2.66727 -2.04135 -3.87176
H 0.99353 -5.67052 -2.51362
H -0.87820 -0.31703 -3.17394
H -2.69410 1.02107 3.00717
H -2.20947 5.35730 1.54214
H 3.34023 -4.51106 -4.15889
H -0.67184 3.38059 1.15080
H 2.18393 0.12424 4.29312
H 2.62796 0.07226 -5.02961
H 1.47261 1.62757 1.26245
H 1.87185 -1.82973 -1.34991
*
```

Summary:
SMILES = c1cc[nH]c1.c1cc[nH]c1.CCOCC.CCOCC.CCOCC.CCOCC.CCOCC.CCOCC.CCOCC.CCOCC

Here are the Löwdin charges for atoms 1 to 5, given in e: atom 1 (O): -0.1696, atom 2 (O): -0.2244, atom 3 (O): -0.1919, atom 4 (O): -0.1569, atom 5 (O): -0.1578

=====

Record 2
A 6-piece molecular cluster, C40H93ClN2P overall, computed with ωB97M-V/def2-TZVPD.

Geometry as ORCA input:
```
! RIJCOSX wB97M-V def2-TZVPD def2/J DEFGRID3
* xyz 1 1
Cl 0.52730 0.90230 -4.50433
P 0.36583 0.56391 -2.55143
N 4.80080 0.24932 0.33841
N 2.90528 -2.73405 -0.06378
C 4.00800 1.07462 1.24241
C 9.19549 -7.27339 4.67678
C -6.29536 7.68749 0.66121
C 2.87636 1.79688 0.51075
C -5.23136 6.05088 -1.01635
C 1.53745 -1.99339 -2.00574
C -2.84221 2.91527 -2.77840
C 6.77489 1.66679 5.23404
C 4.25401 1.60236 5.62557
C 8.98125 -6.95096 3.20162
C 2.02545 0.81431 -0.31648
C 8.32169 -0.83376 6.33195
C -4.13024 -2.98876 -4.01440
C 5.63502 1.79367 6.24217
C -3.74052 4.95027 0.74283
C -1.56888 2.57534 -2.64055
C -2.75541 -0.90755 -4.54581
C 9.08402 -5.46015 2.88260
C -9.83342 2.30101 -1.79558
C -5.22754 7.45393 -0.40676
C 1.74287 1.36339 -1.72501
C 6.88902 0.30349 4.55002
C -7.72048 7.53386 0.14004
C -3.49989 -4.20003 -6.20010
C -5.83631 -0.20464 -1.05618
C -1.14320 1.32562 -1.90501
C -4.11442 -1.58940 -4.62485
C -7.33398 2.21006 -2.29723
C 6.59093 -4.95408 3.31385
C 7.05238 -0.88911 5.48874
C -4.89978 -4.73132 -6.48901
C 6.19697 -4.83152 1.84516
C -5.06674 4.91399 -0.00967
C 8.04766 -4.58169 3.58556
C -7.30127 0.79916 -2.88328
C 0.23733 -1.22524 -2.33299
C 1.54650 -2.53728 -0.56885
C -8.41805 2.45907 -1.25072
C -7.13295 -0.31621 -1.85254
C -3.22048 -4.00324 -4.71062
H -2.76345 -4.90202 -6.59860
H 4.08212 2.32674 4.82460
H -7.46041 2.92673 -3.11509
H 2.61241 -0.09467 -0.42654
H 9.20846 -0.77223 5.69745
H -7.98084 -0.33596 -1.16386
H 5.14178 -5.06678 1.69809
H 3.27414 2.59401 -0.12178
H 4.13602 0.59979 5.20868
H -5.04160 -4.89295 -7.55762
H -7.14674 -1.27574 -2.37694
H -6.16883 8.69714 1.05917
H -5.89388 4.91875 0.70468
H -4.46060 -1.62198 -5.66009
H -2.44926 -0.85290 -3.49599
H -5.14142 3.96549 -0.55200
H 8.01114 -7.33928 2.87867
H -10.02227 1.28419 -2.14364
H -3.83483 -2.91977 -2.96078
H 1.56342 -2.85028 -2.67851
H 2.23283 2.26118 1.25926
H -5.15775 -3.35947 -4.00964
H 8.32613 0.02773 7.00148
H -8.27702 1.79202 -0.39529
H -4.42551 5.98951 -1.75652
H -3.65134 4.09858 1.41983
H -2.89739 4.91737 0.04684
H -3.34535 -3.26151 -6.74070
H -0.16717 -1.57040 -3.28583
H -3.64174 5.85414 1.34496
H 6.64969 2.43240 4.46052
H 9.00776 -5.32246 1.80023
H -10.57411 2.52489 -1.02759
H 7.07187 -1.80079 4.88420
H -5.80282 0.71170 -0.46361
H 5.35257 0.81521 -0.29344
H -4.82453 -0.96035 -4.08070
H 6.77292 -5.51004 1.21444
H -4.24357 7.66646 0.02062
H -10.00592 2.98035 -2.63292
H -3.61137 2.45672 -2.16562
H 9.73088 -7.48183 2.60956
H -4.97127 -0.20772 -1.72847
H -8.29643 3.47505 -0.86461
H 5.68712 2.78588 6.69677
H -8.44775 7.74629 0.92408
H 2.63220 1.37070 -2.35590
H 6.00913 0.13115 3.91897
H 7.71765 1.90147 5.73446
H 1.08987 0.57576 0.19563
H -7.90950 8.22349 -0.68525
H -6.35760 2.43276 -1.85399
H 6.18179 -0.97980 6.14469
H 1.01001 -1.82657 0.07080
H -8.20607 0.61024 -3.46610
H -3.13287 3.65470 -3.51274
H -7.91466 6.52093 -0.21795
H 1.43069 2.41151 -1.63430
H -2.80259 0.10958 -4.94019
H 6.38940 -5.96965 3.66410
H 5.41045 -0.38189 0.84019
H -6.47144 0.75094 -3.59807
H 8.41671 -1.72656 6.95076
H 3.47089 1.74045 6.37187
H -1.97810 -1.43548 -5.10371
H 7.74360 0.33515 3.86569
H -5.67423 -4.03672 -6.15959
H 3.57726 0.47036 2.04330
H 8.43415 -6.81113 5.30739
H -6.13928 7.00923 1.50496
H 10.17179 -6.91944 5.01452
H 8.22316 -4.60410 4.66471
H 3.58585 -2.20091 -0.59105
H 2.99069 -2.43411 0.89794
H 2.43875 -1.41382 -2.21652
H -1.93779 0.58147 -1.89848
H -5.36605 8.18103 -1.21265
H 10.08204 -5.10609 3.15868
H 5.77114 1.07952 7.05847
H 9.15262 -8.34892 4.85149
H 6.36552 -3.81372 1.48204
H -0.87222 1.55349 -0.86356
H 8.20639 -3.54169 3.27833
H 5.95020 -4.29647 3.90904
H -6.15998 5.89715 -1.57315
H 1.01575 -3.49091 -0.55276
H -3.32214 -4.96517 -4.19969
H -2.17310 -3.70769 -4.58231
H -0.52712 -1.39202 -1.56994
H -5.73100 -1.04382 -0.36704
H -5.06594 -5.68436 -5.98300
H -0.79076 3.20764 -3.05688
H 4.62464 1.83186 1.74096
*
```

Here are the Löwdin charges for atoms 1 to 5, given in e: atom 1 (Cl): 0.4972, atom 2 (P): 0.6245, atom 3 (N): 0.0057, atom 4 (N): 0.0082, atom 5 (C): -0.2823

=====

Calculated highest occupied orbital energy, -8.20 -11.81 eV (same order as the records).